[1]
C36H84N8O14 | the ωB97M-V functional and the def2-TZVPD basis

Last column: Löwdin charge in e.
CARTESIAN COORDINATES (ANGSTROEM)
C1 -1.599150 -4.860363 -1.391470  -0.082
O1 -0.268371 -5.131968 -1.848950  -0.170
C2 0.180227 -4.231374 -2.853064  -0.186
C3 -0.539564 -4.225075 -4.196844  -0.193
O2 -1.848798 -3.745257 -4.008035  -0.190
C4 -2.719367 -3.900789 -5.110259  -0.181
C5 -4.160427 -3.630684 -4.712117  -0.201
O3 -4.421959 -2.283743 -4.389947  -0.158
C6 -3.685081 -1.856379 -3.259442  -0.105
H1 -1.649823 -3.846963 -1.002001  0.053
H2 -1.921618 -5.535533 -0.598058  0.095
H3 -2.337262 -5.047169 -2.169938  0.078
H4 1.199946 -4.546401 -3.070412  0.130
H5 0.184664 -3.203403 -2.485258  0.100
H6 -0.379088 -5.211310 -4.661785  0.132
H7 -0.056873 -3.613721 -4.971861  0.111
H8 -2.601866 -4.919704 -5.489665  0.132
H9 -2.513520 -3.155788 -5.891076  0.129
H10 -4.453629 -4.207409 -3.824258  0.126
H11 -4.792252 -3.982972 -5.526420  0.128
H12 -3.639531 -2.673376 -2.536666  0.090
H13 -4.167482 -0.967297 -2.846995  0.082
H14 -2.694173 -1.457272 -3.492213  0.061
C7 4.638853 3.762772 -1.129130  -0.094
O4 3.635941 4.742085 -1.064860  -0.151
C8 3.136250 4.949568 0.219385  -0.245
C9 1.987667 5.946223 0.248437  -0.176
O5 1.060978 5.732236 -0.799904  -0.105
C10 0.641283 4.400964 -0.973792  -0.178
C11 -0.892283 4.327817 -0.840370  -0.203
O6 -1.354744 4.329754 0.480130  -0.187
C12 -2.372158 5.247426 0.816122  -0.098
H15 5.577118 3.986180 -0.604841  0.091
H16 4.835362 3.661970 -2.195473  0.096
H17 4.305077 2.811428 -0.699294  0.065
H18 3.926209 5.239171 0.923305  0.132
H19 2.646564 4.083587 0.686395  0.089
H20 2.382867 6.965739 0.285762  0.125
H21 1.439735 5.915303 1.199431  0.113
H22 0.987282 3.741751 -0.168045  0.109
H23 1.018311 3.879197 -1.855537  0.130
H24 -1.263406 3.462795 -1.406482  0.108
H25 -1.269181 5.174929 -1.426990  0.121
H26 -2.365010 6.110692 0.143822  0.087
H27 -2.082850 5.671359 1.779681  0.088
H28 -3.391294 4.864560 0.883158  0.078
C13 -2.982986 2.952906 4.407816  -0.339
O7 -3.690145 3.357944 5.302328  0.021
N1 -3.265694 1.896772 3.603336  -0.177
C14 -2.415018 1.534776 2.519827  -0.070
C15 -4.542991 1.261377 3.750510  -0.057
H29 -2.017823 3.415879 4.153201  0.124
H30 -1.419917 1.921542 2.765455  0.074
H31 -2.610635 2.101656 1.594804  0.063
H32 -2.351517 0.478942 2.262230  0.094
H33 -4.470139 0.275073 4.232049  0.092
H34 -5.255745 1.846320 4.323020  0.084
H35 -5.007068 0.956338 2.804987  0.080
C16 -3.161041 1.683275 -3.188933  -0.277
O8 -2.156681 1.050616 -2.910748  -0.066
N2 -4.097700 2.034760 -2.269321  -0.168
C17 -4.097481 1.428971 -0.956457  -0.031
C18 -4.915105 3.191449 -2.565575  -0.058
H36 -3.403210 2.014385 -4.210587  0.154
H37 -3.304335 0.696898 -0.850328  0.061
H38 -5.049288 0.982831 -0.660980  0.100
H39 -3.929578 2.225735 -0.222750  0.079
H40 -5.560197 2.986351 -3.420477  0.091
H41 -5.576220 3.424103 -1.726101  0.091
H42 -4.440184 4.170260 -2.681455  0.090
C19 3.375343 -1.408679 -1.420559  -0.325
O9 3.301153 -2.512794 -1.948599  -0.013
N3 4.153604 -1.112762 -0.369759  -0.171
C20 3.989081 0.126036 0.356741  -0.054
C21 5.213166 -1.984481 0.067142  -0.063
H43 2.819572 -0.533114 -1.790011  0.114
H44 3.044604 0.647936 0.188546  0.074
H45 4.809508 0.765230 0.012013  0.080
H46 3.960680 0.112987 1.448682  0.095
H47 5.171059 -2.955995 -0.419175  0.066
H48 6.156779 -1.520098 -0.243144  0.096
H49 5.318723 -2.224009 1.125319  0.081
C22 1.187310 -5.476495 1.214089  -0.352
O10 0.331947 -5.165251 2.028029  0.001
N4 2.420868 -4.946727 1.167780  -0.175
C23 3.427024 -5.535387 0.304250  -0.044
C24 2.864051 -3.986856 2.136772  -0.034
H50 1.113582 -6.351870 0.547272  0.137
H51 4.042469 -6.280895 0.827154  0.091
H52 4.129845 -4.748890 0.040955  0.060
H53 3.064096 -6.062306 -0.573694  0.091
H54 2.064669 -3.323327 2.458073  0.064
H55 3.174173 -4.467749 3.076606  0.103
H56 3.744797 -3.489834 1.742684  0.061
C25 -0.035793 0.279822 0.630743  -0.328
O11 0.758607 0.346971 1.545738  0.003
N5 -0.443757 -0.860452 0.036789  -0.134
C26 -1.333497 -0.958276 -1.100276  -0.070
C27 -0.083196 -2.202405 0.442996  -0.047
H57 -0.697434 1.080596 0.254127  0.137
H58 -2.123526 -1.671672 -0.863981  0.090
H59 -0.782442 -1.322178 -1.971855  0.086
H60 -1.708446 0.020012 -1.414865  0.040
H61 -0.964172 -2.685102 0.883732  0.099
H62 0.205735 -2.988430 -0.261970  0.074
H63 0.724142 -2.207602 1.173886  0.072
C28 2.337831 1.616760 4.170777  -0.339
O12 3.269048 1.030181 4.692540  0.004
N6 2.242921 2.967129 4.062673  -0.173
C29 1.239443 3.411704 3.109299  -0.037
C30 3.289271 3.808012 4.489280  -0.082
H64 1.513061 1.043494 3.746305  0.092
H65 1.621233 4.341441 2.684453  0.066
H66 0.279603 3.523293 3.615138  0.080
H67 1.174395 2.739403 2.252375  0.069
H68 4.059953 4.004455 3.726766  0.089
H69 3.003504 4.810305 4.829352  0.090
H70 3.837734 3.444532 5.359295  0.090
C31 0.537467 0.574480 -3.600125  -0.340
O13 1.506687 0.932170 -2.953838  -0.009
N7 0.607898 -0.197797 -4.698580  -0.162
C32 -0.558242 -0.610197 -5.446555  -0.052
C33 1.896574 -0.480067 -5.327243  -0.030
H71 -0.509890 0.735251 -3.309052  0.082
H72 -1.540874 -0.325587 -5.068982  0.078
H73 -0.538242 -1.692516 -5.544551  0.059
H74 -0.583240 -0.131208 -6.430897  0.096
H75 1.687513 -1.329174 -5.975445  0.083
H76 2.250070 0.412282 -5.851593  0.095
H77 2.748062 -0.735122 -4.697486  0.082
C34 -0.591448 -0.223731 6.363060  -0.337
O14 -0.578472 0.822226 5.729172  0.000
N8 -0.141754 -1.410510 5.900020  -0.195
C35 0.114465 -2.502499 6.854366  -0.052
C36 0.194849 -1.672140 4.487494  -0.007
H78 -0.891763 -0.330370 7.419481  0.131
H79 1.177294 -2.735255 6.757693  0.088
H80 -0.565015 -3.296702 6.533411  0.090
H81 -0.030315 -2.282319 7.908186  0.080
H82 0.613660 -0.775109 4.053961  0.059
H83 1.010115 -2.397266 4.514164  0.078
H84 -0.700596 -2.148211 4.092831  0.100

Forces on the atoms, in the same order (eV/Å):
-0.1340 -0.4677 -0.0869
-0.7425 -0.0530 -0.2077
0.3724 0.2509 -0.4068
0.4002 -0.3187 -0.1916
-0.2001 -0.4350 -0.1919
-0.0987 0.2206 0.1015
0.1849 -0.5000 0.8362
0.0944 0.2808 -0.6105
-0.1898 0.7545 0.0812
-0.2558 0.1704 -0.1836
0.8244 -0.1398 0.2422
0.0991 0.4256 -0.1805
0.1670 0.2491 0.1912
0.1260 0.0333 0.2330
-1.1476 -0.3873 0.2772
0.4905 0.4701 0.5340
-0.1865 0.0147 -0.2794
0.3908 -0.1991 -0.1668
0.2569 -0.3577 -0.0737
-0.1798 0.4853 -0.1199
0.1862 0.2250 0.2145
-0.5601 -0.2927 0.1383
0.1364 -0.6635 -0.1829
0.0382 -0.4753 -0.2352
-0.1823 0.3461 0.3071
-0.6306 -0.1413 1.2457
0.2351 0.5277 0.1983
0.4114 0.4860 -0.3758
-1.0701 -1.1105 1.5577
0.3043 0.2617 -1.9310
-0.0052 -0.2373 0.2131
0.7079 1.0603 0.2554
-0.1322 0.5514 0.0179
0.1874 -0.2963 0.1095
-0.2222 -0.0060 -0.2419
0.0338 0.2323 -0.0221
0.7655 -0.7562 -0.4722
-0.2915 0.1141 -1.0368
0.2159 -0.5740 0.1664
0.1266 0.1928 0.1340
-0.1129 0.6251 -0.4578
0.0883 -0.3604 0.3200
-0.1877 0.2444 0.3378
-0.0820 -0.1461 -0.2338
-0.2881 -0.1738 0.2005
0.0645 -0.4847 -0.1345
0.2969 -0.2012 -0.1024
-0.1536 0.1184 0.0558
-0.9761 0.0535 0.2500
1.3087 1.2424 -0.7737
-0.7109 -1.4975 -0.0675
0.0972 0.0104 0.0615
0.1318 -0.5771 0.0652
-0.5169 -0.2502 0.0316
-0.1669 -0.1109 0.5021
0.2934 0.2353 0.3857
0.2319 0.2601 -0.0027
0.2230 0.6710 -0.3080
-0.4325 0.2697 0.8438
-1.1111 0.2449 -0.5844
0.5166 -0.0914 -0.9150
0.1011 0.9881 0.9507
-1.3910 0.3731 0.4408
0.1549 0.1783 0.0487
-0.1385 0.0849 -0.1626
-0.1252 -0.0911 -0.5153
0.1933 -0.1615 0.0966
0.0428 0.1671 -0.0856
-0.0989 -0.5911 0.0202
0.7718 -0.4386 -0.3426
-0.4638 -0.4925 -0.3922
0.1702 0.3125 -0.0576
-0.5829 -0.4438 1.6347
0.3020 1.3481 -0.3916
1.0569 -0.3976 -0.5642
-0.2179 -0.1090 0.0926
-0.0281 -0.3386 -0.7821
-0.0818 0.3718 0.4998
0.5344 -0.9101 -0.0001
-0.2644 0.1855 -0.3717
0.1320 -0.1136 0.1509
-0.5725 0.6116 0.2133
0.2310 -0.6664 0.9564
-0.1191 0.1944 -0.4347
-0.1059 -0.3113 -0.8532
0.9780 -0.1790 0.5760
0.2254 -0.2255 0.9212
-0.4392 0.2964 -0.2753
-0.1554 0.0198 0.2803
-0.1682 -0.0013 -0.5083
-0.4830 0.4536 -0.0745
0.0408 0.2201 -0.4718
0.0705 -0.2074 -0.1524
-0.2615 0.4060 0.0081
-1.2836 -1.0066 -0.2295
0.3867 0.3816 0.0263
0.3214 -1.5596 -0.9753
0.2873 1.0007 -0.1039
0.4132 -0.7853 1.7143
0.6176 0.6144 0.0050
-0.2151 0.1280 -0.0755
-0.0156 -0.2031 0.0544
0.0825 -0.5292 0.4896
0.0227 0.2521 0.4236
0.2412 0.9693 -0.9282
-0.2087 0.2925 0.1486
0.8302 -0.2988 0.5828
0.1588 -0.0097 0.1691
-0.9820 -1.3562 -0.5132
0.5371 0.6624 -0.0831
1.7287 1.4457 0.6139
-0.3271 0.3781 -0.2228
-0.4982 0.2494 0.2150
-0.0811 0.2460 -0.3283
-0.2444 -0.2578 0.2499
-0.1529 -0.2745 -0.1529
-0.7526 -0.1743 -0.2906
-0.2589 -0.6473 -0.1810
-0.6194 -0.7880 0.2603
0.4392 0.4548 0.1246
0.5870 0.1146 0.1770
-0.3022 0.2231 -0.6473
-0.1556 0.0853 -0.2559
0.8034 0.2722 -0.0982
0.4030 0.0587 0.8802
-0.1439 -0.0598 -0.2481
0.3950 -0.2897 -0.2320
0.4562 0.1839 -0.3867
-0.2008 -0.1807 -0.4862
-0.5951 -0.1762 0.7026
0.9764 0.1559 -0.6380
-0.5528 -0.3450 0.2391
0.1298 0.2366 1.0330
-0.1248 0.1601 -1.2664
0.2712 -0.3611 1.9091
-0.1257 0.4315 -0.0195
-0.1634 -0.5632 -0.0594
0.5246 -0.5324 0.4344
-0.4205 0.5080 -0.1275
-0.6511 0.1503 -0.5312
-0.1094 -0.1447 -0.2104
0.2228 0.3317 -0.9476

The lowest unoccupied orbital energy is 0.322 eV. The value obtained for the electronic energy is -79274.3175 eV. Its total charge is 0. Its SMILES is COCCOCCOC.COCCOCCOC.CN(C)C=O.CN(C)C=O.CN(C)C=O.CN(C)C=O.CN(C)C=O.CN(C)C=O.CN(C)C=O.CN(C)C=O.

[2]
C18H21N5O3S | the ωB97M-V functional and the def2-TZVPD basis

Last column: Löwdin charge in e.
CARTESIAN COORDINATES (ANGSTROEM)
C1 -6.061719 0.285732 1.921173  -0.063
C2 -5.746472 -0.824527 0.923490  -0.245
O1 -5.369802 -0.326351 -0.346458  -0.055
C3 -4.127296 0.191673 -0.528646  -0.264
C4 -3.107039 0.187456 0.413396  0.054
C5 -1.886341 0.744104 0.054115  -0.097
C6 -1.681508 1.298778 -1.227087  -0.185
C7 -2.698915 1.299022 -2.165614  -0.002
C8 -3.908459 0.745189 -1.802099  0.008
H1 -4.730697 0.721668 -2.499235  0.120
H2 -2.555105 1.718122 -3.149150  0.114
N1 -0.385403 1.788267 -1.324273  0.180
C9 0.243430 1.562870 -0.158260  -0.248
N2 1.486517 1.846452 0.171751  0.158
C10 1.793697 1.450576 1.410187  -0.667
N3 1.001364 0.843505 2.283977  0.004
N4 -0.232910 0.567047 1.962187  0.101
C11 -0.647499 0.905869 0.757732  -0.159
S1 3.437596 1.732003 1.920348  0.980
C12 4.118285 2.360671 0.351576  -0.362
H3 3.601321 3.280092 0.081906  0.082
H4 5.168491 2.571936 0.555576  0.086
C13 4.005919 1.365548 -0.801979  -0.592
O2 3.708400 1.719513 -1.922261  0.046
N5 4.331086 0.105320 -0.468183  0.059
C14 4.294095 -1.003614 -1.386793  -0.110
H5 5.293165 -1.445750 -1.456244  0.127
H6 3.995520 -0.619327 -2.364096  0.128
C15 3.305459 -2.079888 -0.910646  -0.308
C16 1.843915 -1.613868 -0.928130  -0.115
H7 1.807651 -0.529280 -0.821032  0.092
C17 1.258552 -2.300270 0.303406  -0.140
H8 0.971263 -3.324500 0.063041  0.115
H9 0.400937 -1.781174 0.725230  0.094
C18 2.456873 -2.294372 1.249507  -0.185
H10 2.507880 -1.346819 1.804208  0.095
H11 2.445748 -3.116043 1.968005  0.122
O3 3.606676 -2.446376 0.431704  -0.103
H12 1.339244 -1.887966 -1.851711  0.120
H13 3.437346 -2.971133 -1.541694  0.148
H14 4.518205 -0.131136 0.496520  0.109
H15 0.034124 2.214082 -2.134714  0.174
H16 -3.217671 -0.226659 1.401361  0.117
H17 -6.647882 -1.410506 0.723753  0.123
H18 -4.976881 -1.498905 1.317919  0.117
H19 -5.183634 0.895920 2.117324  0.068
H20 -6.403393 -0.149959 2.855807  0.078
H21 -6.844136 0.927020 1.523126  0.080

Forces on the atoms, in the same order (eV/Å):
0.1428 -0.1786 -0.3478
-0.1624 -0.0031 0.3890
-0.0220 0.0694 -0.2332
0.2240 0.0583 0.0149
-0.2634 -0.0565 -0.1443
-0.2481 0.0769 -0.4420
-0.4631 -0.3534 0.4956
-0.0604 -0.0349 0.0416
0.0043 -0.0249 0.1057
-0.0927 0.0014 -0.0887
-0.0152 0.0393 -0.1228
0.2271 0.2182 -0.3175
0.2458 -0.3163 1.0282
-0.4277 0.0594 -0.0846
-0.2146 0.2379 -0.8331
0.8127 -0.0549 0.7517
-1.0158 -0.1426 -0.3563
0.8527 0.4502 -0.4220
0.5025 0.1768 0.2591
-0.3937 0.0025 0.2495
0.1240 -0.1216 -0.0923
0.0016 0.0063 0.0275
0.2372 0.2362 0.2877
-0.0304 0.1555 -0.4026
0.0823 -0.5141 0.2057
-0.1006 -0.3903 -0.0091
-0.0779 0.0381 -0.0989
0.0832 -0.0829 0.0455
0.0313 0.2144 -0.5406
0.1468 -0.1069 0.1334
-0.0042 0.0282 -0.0148
0.2027 -0.0050 0.0464
-0.0365 -0.0321 0.0247
-0.0614 -0.0245 0.0136
-0.3552 0.0486 0.3140
0.0043 -0.1095 -0.0450
-0.0235 0.0616 -0.0043
0.2579 0.0523 -0.0951
0.0039 0.0168 -0.0682
-0.0154 0.1252 0.0456
-0.0859 0.1496 -0.0694
0.0421 -0.0278 0.0652
-0.0955 -0.0555 0.1087
0.1756 0.0096 0.0640
-0.0681 0.0067 -0.0859
0.0368 0.0660 0.0756
-0.0325 -0.0245 0.1280
-0.0750 0.0543 -0.0023

The value obtained for the energy above the lowest of the compared OMol25 structures with the same formula, charge and spin is 117.9 kJ/mol. The lowest unoccupied orbital energy is -0.254 eV. The value obtained for the electronic energy is -43435.2476 eV. Its total charge is 0. Its SMILES is CCOc1ccc2[nH]c3nc(SCC(=O)NC[C@@H]4CCCO4)nnc3c2c1.

| no. | molecular weight (g/mol) |
| --- | --- |
| 1 | 853.110 |
| 2 | 387.465 |